Entry from the Open Molecules 2025 dataset: the ion C11H6NO2 with charge -1 (the ωB97M-V functional and the def2-TZVPD basis).

Properties
charge	-1
E_HOMO (spin up / spin down)	-4.282 / -4.197	eV
spin multiplicity	1

Last column: Mulliken charge in e.
Atoms and positions in Å:
C 3.592 -3.272 -0.087  -0.588
C 2.548 -2.605 -0.186  -0.166
C -2.912 0.448 0.109  -0.507
C -2.340 1.656 0.328  -0.475
C -2.158 -0.670 -0.078  -0.700
C -0.949 1.891 0.340  -0.582
C 0.090 -1.740 -0.194  -0.317
C -0.784 -0.503 -0.258  0.826
C -0.130 0.771 0.028  0.622
C 1.969 2.194 -0.009  0.549
C 1.390 -1.989 -0.325  -0.063
N 1.209 0.901 0.091  -0.383
O 1.806 2.711 -1.097  -0.638
O 2.731 2.414 0.971  -0.728
H 4.516 -3.696 -0.026  0.465
H -3.943 0.466 0.084  0.451
H -3.048 2.488 0.339  0.279
H -2.607 -1.638 -0.197  0.324
H -0.451 2.821 0.344  0.398
H -0.531 -2.648 -0.178  0.233